Entry 1:
Entry from OMol25: C30H42N5NiP2 as an isolated structure (the ωB97M-V functional and the def2-TZVPD basis).

Structure (XYZ):
```
80
Properties=species:S:1:pos:R:3:lowdin_charge:R:1
H 0.09081 4.88582 -3.23488 0.10
C 0.51247 -0.17302 3.62613 -0.11
H -4.84907 1.08149 0.30501 0.08
C -0.20879 -3.80943 -1.38062 -0.09
H 0.09729 -5.40498 -2.89746 0.12
P -1.14883 1.64855 0.34140 1.09
H -2.95801 4.15743 -0.51435 0.06
N -0.60249 -3.46254 -3.49808 0.14
N -1.56325 -0.08882 -2.42203 0.10
C 4.20761 -2.58260 -0.84338 -0.09
H 5.17562 -1.36006 -2.30621 0.11
C 3.32677 -0.49447 -1.70412 -0.02
C 3.12355 -2.65892 0.01892 -0.10
H 1.35707 0.58814 1.80331 0.07
H -3.47868 3.77956 1.12174 0.06
H -3.50179 -0.00284 0.64897 0.06
C -3.84225 1.03235 0.72164 -0.12
H 0.04490 -4.23722 -0.43285 0.09
C 2.17868 -0.59785 -0.90460 -0.28
H 2.66928 -3.39241 2.89186 0.06
C -0.37875 3.53676 -1.62972 -0.12
C -2.93271 2.00825 -0.03418 -0.53
C -0.12947 2.31649 -1.01195 -0.31
C 2.90002 -0.43703 2.83096 -0.08
C 0.88073 1.45014 -1.52763 -0.28
C -3.48806 3.42727 0.09165 -0.09
H -2.19163 1.94499 -2.77962 0.10
H 3.07538 -1.29460 3.47651 0.06
C 1.43440 -0.31169 2.41909 -0.53
H 2.19569 1.18105 -3.21608 0.08
H -2.04734 1.35893 3.13894 0.06
H -1.03129 -2.74620 3.40175 0.07
H 0.23139 2.10492 2.20777 0.07
H -2.60251 3.00421 2.84862 0.07
C -2.04666 0.61087 -4.49802 -0.04
H -0.12227 4.49687 2.63652 0.09
H -0.67975 -3.59482 -4.49175 0.17
N -0.63829 -2.50777 -1.51413 0.08
H 3.06041 -3.48453 0.71651 0.10
C 1.50936 1.84271 -2.71858 -0.03
C -0.79680 -3.40303 2.56387 -0.12
H -0.54364 -0.19915 3.35632 0.06
C -0.40294 4.05750 1.67723 -0.09
H -2.31388 1.15661 -5.38311 0.12
C 0.63613 -3.18739 2.07578 -0.53
H 0.41836 4.21704 0.98366 0.07
C 1.63061 -3.51301 3.19272 -0.10
P 0.80232 -1.55554 1.22575 1.06
N -1.63882 -0.70278 -4.54082 0.13
H 1.46707 -2.89147 4.07114 0.07
H -1.27209 4.60329 1.31288 0.07
C -1.35711 -1.06770 -3.27557 -0.26
N 1.08178 0.25435 -0.84189 -0.08
C -0.70135 2.57295 1.88873 -0.51
H -1.53504 -3.22119 1.78077 0.06
H -0.92020 -4.42961 2.91141 0.08
H 3.19007 0.45401 3.39138 0.09
Ni -0.64112 -0.62386 -0.40571 0.42
C 4.30926 -1.47464 -1.66757 -0.08
H 1.49261 -4.55004 3.50409 0.09
H 1.73396 3.31619 -4.23863 0.11
H 4.97336 -3.34411 -0.83990 0.10
C -1.71985 2.38839 3.01329 -0.12
H 0.70126 0.77114 4.13893 0.09
H 3.56009 -0.51569 1.96818 0.08
C -1.99661 0.97266 -3.19114 -0.10
H -3.91868 1.28161 1.77764 0.06
C 2.13897 -1.68519 0.01669 -0.32
H -1.27618 2.71088 3.95617 0.09
C -0.87070 -2.34518 -2.79753 -0.25
C 0.29510 3.93044 -2.77463 -0.09
H -1.55076 -1.26227 -5.37146 0.16
C 1.22204 3.05686 -3.32035 -0.07
H 0.68611 -0.96878 4.34949 0.07
C -0.17816 -4.41280 -2.59491 -0.04
H -3.00123 1.71301 -1.08425 0.06
H -1.11646 4.20294 -1.20879 0.09
H 0.82322 -3.90673 1.27455 0.07
H -4.52905 3.43298 -0.23647 0.09
H 3.48883 0.35229 -2.34496 0.08
```

The calculation puts the HOMO energy (spin up / spin down) at -0.344 / -0.342 Eh. The LUMO energy (spin up / spin down) comes out at -2.31 / -2.71 eV. As for the charge: +1. As for the expectation value of S²: 2.01. Its total energy is -3633.0331 a.u. Its spin multiplicity is 3.

---

Entry 2:
Entry from OMol25: C6H18NaO8P2 as an isolated structure (the ωB97M-V functional and the def2-TZVPD basis).

Structure (XYZ):
```
35
Properties=species:S:1:pos:R:3:lowdin_charge:R:1
H -1.78501 3.63984 0.52986 0.08
C -2.59760 3.86794 -0.16585 -0.08
O 3.32829 -1.98863 -0.43143 -0.19
O -2.66288 2.94035 -1.24511 -0.19
H 5.25632 -2.66128 -0.21499 0.10
H 0.61618 -3.50035 -0.81644 0.10
O -2.15096 0.91769 -2.52332 -0.18
C 1.64047 -1.08506 2.85207 -0.06
H 1.68851 -0.03348 3.13447 0.09
O 0.92709 -1.61304 -0.05256 -0.20
O 2.59358 -1.37765 1.82302 -0.19
C 0.60640 -2.99791 0.14668 -0.06
H 5.01838 -1.42658 -1.48077 0.10
H -3.50855 -0.34015 -3.39523 0.10
H -3.88852 1.39235 -3.54243 0.10
Na 1.81898 2.54577 -0.20015 0.71
H -1.60663 -0.80970 0.96328 0.08
H -4.15333 0.54921 -2.00299 0.09
H 5.04142 -0.94837 0.21491 0.09
C -3.51220 0.61625 -2.88069 -0.06
P -1.79760 1.61002 -1.18648 0.35
H 0.62271 -1.33298 2.54939 0.08
H 1.89860 -1.69169 3.71451 0.10
H -2.40969 0.40604 1.96022 0.10
H -0.84620 0.77300 1.22775 0.07
H -3.52972 3.85475 0.39844 0.10
P 2.33267 -1.04775 0.30835 0.32
O -2.49857 0.74475 -0.06135 -0.19
O 2.46421 0.37352 -0.03471 -0.26
O -0.35003 1.78608 -1.01865 -0.24
H -0.38256 -3.05657 0.59505 0.09
H 1.31709 -3.49103 0.81278 0.10
C -1.79390 0.25885 1.07091 -0.08
H -2.44658 4.86520 -0.57327 0.10
C 4.74962 -1.73936 -0.47528 -0.05
```

The calculation puts the HOMO energy at -0.508 Eh. The LUMO energy comes out at -3.31 eV. As for the charge: +1. Its total energy is -1686.3946 a.u.

---

Entry 3:
Entry from OMol25: an isolated ion of composition C5H14N2 and charge +1 in a non-equilibrium geometry (the ωB97M-V functional and the def2-TZVPD basis).

Structure (XYZ):
```
21
Properties=species:S:1:pos:R:3:lowdin_charge:R:1
C 2.18086 0.02964 1.04098 -0.24
C 0.93676 -0.22570 0.45414 -0.22
H -3.22653 1.01364 -0.66215 0.16
H 3.46260 -0.70303 2.45679 0.16
H -1.44519 -0.21610 -2.41936 0.09
H -0.85242 -1.54374 -1.43644 0.09
H -1.99185 1.96792 -1.25355 0.17
C -1.34361 0.19399 -0.31201 -0.34
C 0.08105 0.70048 -0.35546 -0.23
H 2.67522 0.98826 1.11448 0.08
H 0.58911 -1.25550 0.44209 0.06
H -2.54871 -1.30292 -1.45556 0.09
C -1.59746 -0.75831 -1.49212 -0.04
H 0.09011 1.72531 0.04666 0.11
H 2.28658 -1.74296 2.08814 0.15
N 2.94159 -1.06318 1.66358 0.11
H 0.57737 0.82330 -1.33055 0.12
N -2.30113 1.39020 -0.47462 0.22
H -2.26977 1.93249 0.39104 0.17
H 3.44026 -1.58785 0.94019 0.15
H -1.68484 -0.36594 0.55374 0.15
```

The calculation puts the HOMO energy (spin up / spin down) at -0.262 / -0.412 Eh. The LUMO energy (spin up / spin down) comes out at -3.05 / -3.08 eV. As for the charge: +1. As for the expectation value of S²: 0.75. Its total energy is -308.0364 a.u. Its spin multiplicity is 2.